ORCA calculation (the ωB97M-V functional and the def2-TZVPD basis) on a 2-piece molecular cluster, C3H9NO overall.

Last column: Mulliken spin population.
Element x y z (Å)
C 0.543 -0.305 -2.158  0.03
N 1.216 -1.385 -1.455  0.85
H -0.502 -0.679 -2.166  0.07
H 0.512 0.605 -1.565  0.00
H 0.853 -0.310 -3.206  0.06
H 1.922 -1.088 -0.784  -0.02
H 1.241 -2.203 -2.057  -0.02
C -0.952 0.052 2.292  0.02
C -0.245 1.070 1.831  0.00
O -1.029 2.167 1.312  0.01
H -0.453 -0.916 2.406  0.00
H -1.913 0.016 2.773  0.00
H 0.722 1.206 1.392  0.00
H -1.916 1.770 1.383  0.00

Values from the calculation:
HOMO (spin up / spin down), eV: -12.6 / -12.4
Kohn-Sham gap (spin up / spin down), eV: 8.56 / 3.43
Charge: +1
Strongest force on any atom, eV/A: 4.5
Energy, Ha: -249.28372
Energy above the lowest of the compared OMol25 structures with the same formula, charge and spin, kcal/mol: 68.1
Spin multiplicity: 2

ORCA calculation (the ωB97M-V functional and the def2-TZVPD basis) on a 2-piece molecular cluster, C3H9NO overall.

Last column: Mulliken spin population.
Element x y z (Å)
C -2.677 0.165 -0.381  0.00
O -2.513 1.387 0.493  0.00
H -1.587 -0.139 -0.600  0.00
H -3.104 0.395 -1.347  0.00
H -3.254 -0.517 0.127  0.00
C 2.142 -0.824 0.069  0.14
C 2.692 0.375 0.362  0.48
N 0.795 -0.969 -0.086  0.36
H 2.991 -1.703 0.048  0.01
H 3.676 0.824 0.220  0.02
H 1.979 0.977 0.907  0.03
H 0.245 -1.689 -0.464  -0.02
H -1.594 1.925 0.388  0.00
H 0.206 -0.209 0.263  -0.01

Values from the calculation:
HOMO (spin up / spin down), eV: -13.8 / -13.8
Kohn-Sham gap (spin up / spin down), eV: 9.08 / 5.79
Charge: +1
Strongest force on any atom, eV/A: 5.5
Energy, Ha: -249.29003
Energy above the lowest of the compared OMol25 structures with the same formula, charge and spin, kcal/mol: 64.1
Spin multiplicity: 2

ORCA calculation (the ωB97M-V functional and the def2-TZVPD basis) on C3H9NO as an isolated structure.

Last column: Mulliken spin population.
Element x y z (Å)
C -1.085 -0.292 -2.163  0.00
C -1.139 -0.095 -0.683  0.34
C 0.051 0.475 -0.135  0.23
N 0.347 0.906 1.311  0.31
H -0.257 -1.010 -2.482  0.05
H -2.041 -0.691 -2.580  0.00
H -0.894 0.691 -2.704  0.03
H -1.835 -0.672 0.004  0.01
H 0.991 0.528 -0.631  0.02
H -0.459 1.459 1.645  0.00
H 0.001 -0.096 1.001  -0.02
H 1.426 0.022 2.239  0.00
H 2.915 -0.517 2.483  0.00
O 1.979 -0.708 2.696  0.01

Values from the calculation:
HOMO (spin up / spin down), eV: -14.4 / -14.3
Kohn-Sham gap (spin up / spin down), eV: 8.16 / 5.45
Charge: +1
Strongest force on any atom, eV/A: 4.4
Energy, Ha: -249.22021
Energy above the lowest of the compared OMol25 structures with the same formula, charge and spin, kcal/mol: 108.0
Spin multiplicity: 2

ORCA calculation (the ωB97M-V functional and the def2-TZVPD basis) on a 3-piece molecular cluster, C3H9NO2 overall.

Last column: Mulliken spin population.
Element x y z (Å)
C -1.041 -0.374 -0.826  0.10
C -0.181 -0.735 -1.851  0.16
C -1.424 -1.338 1.349  0.53
N -0.795 -0.596 0.460  0.16
H -1.887 0.245 -1.142  0.00
H 0.752 -1.124 -1.466  -0.02
H -0.070 -0.485 -2.911  -0.01
H -0.991 -1.390 2.347  0.03
H -2.295 -1.976 1.131  0.03
H 2.196 2.455 -0.687  0.00
H 0.889 1.580 -0.876  0.00
O 1.263 2.461 -0.944  0.01
H 1.949 0.616 1.588  0.00
H 0.386 0.484 1.753  -0.01
O 1.249 0.176 2.077  0.01

Values from the calculation:
HOMO (spin up / spin down), eV: -0.1 / -3.1
Kohn-Sham gap (spin up / spin down), eV: 3.86 / 6.82
Charge: -1
Strongest force on any atom, eV/A: 1.9
Energy, Ha: -324.85033
Energy above the lowest of the compared OMol25 structures with the same formula, charge and spin, kcal/mol: 41.3
Spin multiplicity: 2

ORCA calculation (the ωB97M-V functional and the def2-TZVPD basis) on C3H9NO2 as an isolated structure.

Last column: Löwdin charge in e.
Element x y z (Å)
C 1.522 0.018 0.035  -0.09
C 0.509 1.893 -0.865  -0.04
C -2.353 0.559 0.299  -0.38
N 0.549 1.095 0.073  -0.10
O -1.710 1.002 1.395  0.06
O -1.840 0.310 -0.758  0.04
H 2.119 0.070 -0.876  0.06
H 2.170 0.143 0.824  0.06
H 0.956 -0.861 -0.202  0.08
H 1.270 -1.441 -3.021  0.01
H -0.172 2.648 -0.837  0.05
H 1.062 1.859 -1.779  0.08
H 1.922 -1.841 -3.270  0.02
H -3.392 0.454 0.630  0.13
H -0.818 1.169 1.149  0.01

Values from the calculation:
HOMO, eV: -10.0
Kohn-Sham gap, eV: 11.01
Strongest force on any atom, eV/A: 3.6
Energy, Ha: -324.85638
Energy above the lowest of the compared OMol25 structures with the same formula, charge and spin, kcal/mol: 72.9

ORCA calculation (the ωB97M-V functional and the def2-TZVPD basis) on a 2-piece molecular cluster, C3H9NO2 overall.

Last column: Löwdin charge in e.
Element x y z (Å)
C -0.528 -2.030 0.165  -0.09
C -0.202 -0.556 -0.091  -0.25
N -0.016 0.229 1.140  0.02
C 1.182 0.725 1.499  -0.39
O 1.389 1.559 2.352  0.01
H -0.276 -2.599 -0.736  0.07
H -1.599 -2.159 0.337  0.07
H -0.003 -2.444 1.024  0.07
H 0.684 -0.469 -0.721  0.11
H -1.008 -0.102 -0.651  0.10
H -0.882 0.499 1.573  0.14
H 2.023 0.280 0.958  0.13
O -0.626 2.363 -2.381  -0.06
H -0.264 2.209 -1.503  0.02
H 0.127 2.496 -2.962  0.04

Values from the calculation:
HOMO, eV: -9.9
Kohn-Sham gap, eV: 10.59
Strongest force on any atom, eV/A: 1.5
Energy, Ha: -324.93931
Energy above the lowest of the compared OMol25 structures with the same formula, charge and spin, kcal/mol: 20.9

ORCA calculation (the ωB97M-V functional and the def2-TZVPD basis) on a 2-piece molecular cluster, C3H9NO2 overall.

Last column: Löwdin charge in e.
Element x y z (Å)
C 0.060 -1.340 1.660  -0.16
N -0.140 0.166 1.541  -0.15
C -0.018 0.775 0.149  -0.18
C -0.298 2.320 0.106  -0.19
O -0.779 2.813 -0.947  -0.01
H -0.548 -2.083 1.044  0.09
H 0.001 -1.430 2.784  0.08
H 1.062 -1.710 1.349  0.06
H 0.716 0.426 2.176  0.13
H 1.005 0.756 -0.257  0.11
H -0.793 0.333 -0.463  0.11
H -0.324 2.880 1.069  0.12
O 0.161 -1.318 -3.066  -0.07
H -0.757 -1.573 -3.316  0.05
H 0.653 -1.015 -3.828  0.02

Values from the calculation:
HOMO, eV: -9.2
Kohn-Sham gap, eV: 10.02
Strongest force on any atom, eV/A: 4.2
Energy, Ha: -324.86368
Energy above the lowest of the compared OMol25 structures with the same formula, charge and spin, kcal/mol: 68.4

ORCA calculation (the ωB97M-V functional and the def2-TZVPD basis) on a 2-piece molecular cluster, C3H9NO2 overall.

Last column: Löwdin charge in e.
Element x y z (Å)
C -1.698 1.968 -0.046  -0.01
C -0.277 1.525 -0.123  -0.47
N 0.301 1.631 -1.448  0.15
O 0.250 0.712 0.664  0.01
H -1.969 2.647 -0.886  0.09
H -1.928 2.453 0.851  0.07
H -2.290 1.128 -0.244  0.07
H 1.177 1.378 -1.548  0.02
H 0.018 2.435 -1.992  0.09
C 0.789 -2.913 0.788  -0.16
O 2.151 -2.420 0.954  -0.19
H 0.517 -3.387 1.667  0.04
H -0.055 -2.230 0.518  0.07
H 0.929 -3.558 -0.151  0.10
H 2.085 -1.368 0.995  0.12

Values from the calculation:
HOMO, eV: -9.9
Kohn-Sham gap, eV: 10.53
Strongest force on any atom, eV/A: 7.2
Energy, Ha: -324.89867
Energy above the lowest of the compared OMol25 structures with the same formula, charge and spin, kcal/mol: 46.4

ORCA calculation (the ωB97M-V functional and the def2-TZVPD basis) on a 2-piece molecular cluster, C3H9NO2 overall.

Last column: Löwdin charge in e.
Element x y z (Å)
C -1.357 2.567 0.690  0.00
C -1.034 1.193 0.227  -0.58
O -1.716 0.219 0.398  0.09
O 0.105 1.142 -0.505  0.08
H -2.382 2.584 1.039  0.09
H -1.269 3.294 -0.126  0.09
H -0.677 2.979 1.437  0.09
H 0.144 0.268 -0.926  0.11
C 1.301 -2.563 0.130  -0.19
N 2.102 -2.057 -0.988  -0.08
H 0.388 -1.976 0.151  0.04
H 1.772 -2.637 1.108  0.07
H 0.902 -3.550 -0.111  0.06
H 3.094 -2.257 -0.871  0.05
H 1.901 -2.565 -1.844  0.05

Values from the calculation:
HOMO, eV: -9.4
Kohn-Sham gap, eV: 10.37
Strongest force on any atom, eV/A: 1.6
Energy, Ha: -324.94049
Energy above the lowest of the compared OMol25 structures with the same formula, charge and spin, kcal/mol: 20.2

ORCA calculation (the ωB97M-V functional and the def2-TZVPD basis) on C3H9NO2 as an isolated structure.

Last column: Löwdin charge in e.
Element x y z (Å)
C -0.081 -1.094 0.324  -0.15
C -1.331 -0.654 1.070  -0.29
C 0.174 1.555 -1.288  -0.04
N 1.084 0.678 -0.214  0.01
O -1.615 -0.385 -0.258  -0.26
O 0.566 -2.027 1.201  -0.03
H 1.527 -2.032 1.089  0.08
H 0.292 -1.385 -0.660  0.13
H 1.841 0.177 -0.670  0.09
H 0.929 1.050 0.717  0.09
H -1.288 0.185 1.766  0.09
H -2.007 -1.405 1.500  0.11
H 0.124 1.100 -2.276  0.07
H -0.871 1.701 -1.017  0.05
H 0.655 2.535 -1.284  0.05

Values from the calculation:
HOMO (spin up / spin down), eV: -7.2 / -7.2
Kohn-Sham gap (spin up / spin down), eV: 7.60 / 7.59
Strongest force on any atom, eV/A: 4.8
Energy, Ha: -324.67878
Energy above the lowest of the compared OMol25 structures with the same formula, charge and spin, kcal/mol: 184.4